{"formula": "C44H37F9N3O7PRuS2Si", "method": "ωB97M-V/def2-TZVPD", "elements": ["Ru", "O", "C", "O", "C", "C", "C", "N", "C", "C", "C", "O", "O", "H", "H", "H", "N", "C", "S", "C", "C", "C", "N", "C", "C", "H", "H", "H", "H", "H", "H", "C", "Si", "C", "C", "H", "H", "H", "H", "H", "H", "H", "H", "H", "F", "C", "F", "F", "C", "C", "C", "C", "C", "C", "P", "C", "C", "C", "C", "C", "C", "C", "F", "F", "F", "C", "C", "C", "C", "C", "C", "C", "F", "F", "F", "H", "H", "H", "H", "H", "H", "H", "H", "H", "H", "H", "H", "C", "C", "C", "C", "C", "C", "C", "S", "O", "O", "O", "H", "H", "H", "H", "H", "H", "H"], "positions_angstrom": [[-0.231, 0.374, -0.409], [5.619, -2.851, -3.585], [5.065, -3.067, -2.534], [5.138, -3.832, -1.591], [3.852, -2.053, -2.236], [4.114, -0.840, -1.606], [3.029, -0.075, -1.207], [1.774, -0.471, -1.354], [1.522, -1.633, -1.976], [2.554, -2.450, -2.458], [0.139, -2.130, -2.065], [-0.211, -3.001, -2.834], [-0.715, -1.650, -1.158], [5.121, -0.496, -1.434], [3.178, 0.888, -0.732], [2.291, -3.376, -2.944], [1.205, 7.116, -1.298], [0.491, 6.507, -0.315], [-0.176, 7.486, 0.893], [0.370, 5.096, -0.266], [-0.504, 4.461, 0.652], [-0.576, 3.101, 0.705], [0.183, 2.294, -0.067], [0.972, 2.881, -0.985], [1.097, 4.233, -1.122], [1.166, 8.121, -1.340], [1.359, 6.625, -2.163], [-1.127, 5.063, 1.295], [-1.251, 2.601, 1.391], [1.514, 2.216, -1.645], [1.758, 4.616, -1.883], [-3.170, -2.087, -2.792], [-2.267, -2.424, -1.154], [-2.996, -1.544, 0.365], [-1.965, -4.267, -0.774], [-3.724, -2.961, -3.122], [-2.455, -1.840, -3.572], [-3.870, -1.260, -2.707], [-4.018, -1.852, 0.553], [-3.001, -0.469, 0.188], [-2.414, -1.746, 1.263], [-2.897, -4.748, -0.497], [-1.263, -4.407, 0.044], [-1.572, -4.783, -1.644], [-2.065, -0.411, 7.886], [-2.017, 0.712, 7.147], [-3.253, 1.220, 7.141], [-1.248, 1.578, 7.832], [-1.459, 0.446, 5.772], [-0.202, -0.148, 5.703], [0.368, -0.388, 4.471], [-0.321, -0.055, 3.307], [-1.581, 0.522, 3.384], [-2.153, 0.783, 4.619], [0.489, -0.381, 1.696], [2.103, 0.409, 2.071], [2.025, 1.788, 2.301], [3.165, 2.558, 2.406], [4.416, 1.952, 2.302], [4.507, 0.576, 2.151], [3.359, -0.191, 2.039], [5.661, 2.796, 2.308], [6.772, 2.093, 2.562], [5.857, 3.390, 1.112], [5.609, 3.781, 3.216], [0.730, -2.191, 1.816], [-0.150, -2.974, 2.566], [-0.022, -4.351, 2.593], [1.000, -4.962, 1.877], [1.873, -4.200, 1.112], [1.713, -2.829, 1.059], [1.210, -6.448, 1.960], [0.116, -7.107, 2.364], [1.575, -6.986, 0.792], [2.177, -6.751, 2.846], [0.314, -0.412, 6.613], [1.346, -0.841, 4.403], [-2.114, 0.758, 2.471], [-3.126, 1.243, 4.692], [1.054, 2.257, 2.395], [3.085, 3.621, 2.569], [5.476, 0.104, 2.128], [3.466, -1.259, 1.946], [-0.933, -2.511, 3.148], [-0.715, -4.950, 3.163], [2.670, -4.674, 0.560], [2.368, -2.254, 0.424], [-5.597, 1.053, -6.963], [-4.633, 1.139, -5.817], [-5.047, 1.603, -4.571], [-4.152, 1.705, -3.521], [-2.834, 1.338, -3.711], [-2.396, 0.890, -4.941], [-3.297, 0.788, -5.988], [-1.688, 1.626, -2.376], [-1.458, 3.050, -2.349], [-2.319, 1.121, -1.129], [-0.479, 0.821, -2.650], [-6.606, 0.845, -6.615], [-5.303, 0.278, -7.666], [-5.619, 1.999, -7.505], [-6.073, 1.904, -4.429], [-4.440, 2.077, -2.550], [-1.354, 0.639, -5.064], [-2.961, 0.448, -6.957]], "lowdin_charge": [1.011, 0.031, -0.754, 0.013, -0.071, 0.029, -0.131, 0.036, -0.191, 0.079, -0.480, 0.117, -0.218, 0.128, 0.107, 0.143, 0.089, -0.778, 0.678, -0.218, -0.007, -0.117, -0.132, -0.126, 0.028, 0.094, 0.097, 0.085, 0.109, 0.107, 0.119, -0.115, 0.579, -0.148, -0.122, 0.039, 0.031, 0.028, 0.038, -0.007, 0.008, 0.036, 0.017, 0.035, 0.145, -0.591, 0.147, 0.147, -0.104, 0.013, -0.059, -0.359, -0.075, 0.011, 1.029, -0.330, -0.087, 0.011, -0.106, 0.008, -0.061, -0.588, 0.146, 0.141, 0.148, -0.310, -0.074, -0.001, -0.108, 0.033, -0.071, -0.594, 0.142, 0.158, 0.148, 0.131, 0.121, 0.093, 0.124, 0.092, 0.129, 0.129, 0.103, 0.106, 0.127, 0.138, 0.087, -0.046, -0.265, -0.026, -0.056, -0.289, -0.052, -0.024, 0.500, -0.270, -0.401, -0.365, 0.079, 0.079, 0.088, 0.115, 0.118, 0.117, 0.117], "e_homo_ev": -7.720, "homo_lumo_gap_ev": 5.841, "lumo_energy_ev": -1.88}

{"formula": "C44H37MnN3O2P2Se5", "method": "ωB97M-V/def2-TZVPD", "elements": ["Mn", "O", "C", "C", "C", "C", "C", "C", "P", "C", "C", "C", "C", "C", "C", "C", "C", "C", "C", "C", "C", "C", "C", "C", "C", "C", "C", "P", "C", "C", "C", "C", "C", "C", "C", "C", "C", "C", "C", "C", "H", "H", "H", "H", "H", "H", "H", "H", "H", "H", "H", "H", "H", "H", "H", "H", "H", "H", "H", "H", "H", "H", "H", "H", "H", "H", "H", "H", "Se", "Se", "Se", "Se", "C", "O", "C", "C", "H", "H", "H", "H", "H", "H", "Se", "N", "C", "C", "C", "C", "N", "C", "N", "H", "H", "H"], "positions_angstrom": [[-0.660, 0.821, -0.961], [1.427, 0.034, 1.735], [1.019, 0.960, 2.664], [1.874, 1.749, 3.416], [1.325, 2.616, 4.353], [-0.045, 2.686, 4.536], [-0.884, 1.909, 3.749], [-0.366, 1.045, 2.790], [-1.366, 0.218, 1.514], [-3.043, 0.573, 2.163], [-3.710, 1.732, 1.769], [-4.964, 2.029, 2.276], [-5.578, 1.168, 3.176], [-4.925, 0.011, 3.570], [-3.661, -0.282, 3.070], [-1.206, -1.573, 1.855], [-0.334, -2.084, 2.809], [-0.174, -3.457, 2.957], [-0.892, -4.331, 2.157], [-1.790, -3.830, 1.223], [-1.947, -2.463, 1.072], [2.757, -0.060, 1.388], [3.681, -0.589, 2.284], [5.000, -0.719, 1.893], [5.389, -0.326, 0.614], [4.447, 0.172, -0.266], [3.106, 0.306, 0.104], [1.865, 0.810, -1.180], [2.687, 2.372, -1.629], [3.011, 3.200, -0.553], [3.583, 4.442, -0.763], [3.851, 4.872, -2.055], [3.529, 4.058, -3.129], [2.942, 2.818, -2.920], [2.191, -0.602, -2.279], [2.298, -0.626, -3.608], [2.184, -1.873, -4.374], [1.982, -3.053, -3.793], [1.985, -3.207, -2.306], [2.025, -1.883, -1.509], [2.943, 1.697, 3.277], [1.985, 3.238, 4.945], [-0.465, 3.357, 5.273], [-1.954, 1.996, 3.866], [-3.254, 2.398, 1.048], [-5.467, 2.934, 1.959], [-6.563, 1.397, 3.563], [-5.392, -0.669, 4.271], [-3.165, -1.188, 3.394], [0.226, -1.413, 3.448], [0.513, -3.838, 3.703], [-0.763, -5.401, 2.268], [-2.368, -4.506, 0.605], [-2.642, -2.070, 0.341], [3.353, -0.890, 3.270], [5.727, -1.128, 2.582], [6.421, -0.422, 0.306], [4.746, 0.457, -1.269], [2.795, 2.883, 0.461], [3.814, 5.076, 0.083], [4.297, 5.844, -2.223], [3.719, 4.390, -4.141], [2.657, 2.221, -3.773], [2.381, 0.288, -4.177], [2.219, -1.799, -5.454], [1.851, -3.942, -4.399], [2.784, -3.899, -2.029], [2.766, -1.944, -0.712], [-0.152, 1.449, -3.294], [-0.878, 3.652, -3.545], [-0.014, 4.576, -1.610], [-0.730, 2.937, -0.100], [-4.695, -0.209, -0.554], [-3.290, -0.011, -0.505], [-2.583, 0.353, -1.690], [-3.375, 1.338, -2.520], [-5.237, 0.724, -0.722], [-4.980, -0.605, 0.420], [-4.987, -0.935, -1.320], [-4.360, 0.935, -2.790], [-2.842, 1.572, -3.436], [-3.529, 2.267, -1.972], [-3.505, -1.722, -3.686], [-2.500, -3.199, -3.591], [-1.461, -2.994, -2.771], [-0.507, -3.935, -2.472], [0.627, -3.563, -1.598], [0.603, -2.147, -0.936], [-0.426, -1.214, -1.370], [-1.357, -1.660, -2.151], [-2.391, -0.877, -2.477], [-0.574, -4.919, -2.919], [0.784, -4.332, -0.839], [0.583, -2.187, 0.155]], "lowdin_charge": [-0.176, -0.057, -0.287, -0.004, -0.067, -0.075, -0.058, -0.298, 1.117, -0.361, -0.114, -0.074, -0.085, -0.078, -0.077, -0.352, -0.081, -0.073, -0.086, -0.074, -0.095, -0.277, -0.010, -0.065, -0.067, -0.069, -0.270, 1.031, -0.401, -0.141, -0.092, -0.090, -0.077, -0.122, -0.334, -0.112, -0.057, -0.051, -0.169, -0.192, 0.114, 0.107, 0.104, 0.104, 0.060, 0.108, 0.102, 0.103, 0.106, 0.104, 0.104, 0.102, 0.109, 0.101, 0.127, 0.106, 0.105, 0.120, 0.103, 0.107, 0.104, 0.107, 0.065, 0.060, 0.105, 0.112, 0.144, 0.136, 0.304, 0.046, 0.059, 0.266, -0.093, -0.276, -0.542, -0.126, 0.091, 0.089, 0.057, 0.063, -0.001, 0.084, 1.150, -0.239, -0.351, 0.051, -0.163, -0.191, 0.042, -0.361, -0.264, 0.125, 0.143, 0.125], "e_homo_ev": [-6.724, -6.727], "homo_lumo_gap_ev": [6.578, 5.606], "lumo_energy_ev": [-0.15, -1.12], "s2": 0.789, "spin_multiplicity": 2}

What energy above the lowest of the compared OMol25 structures with the same formula, charge and spin values result from the calculations? In sequence: 0.000 0.000 eV.